Model 1:
DFT (the ωB97M-V functional and the def2-TZVPD basis) results for C5H28NO10 as an isolated structure.

- Kohn-Sham gap: 8.9168 eV
- HOMO: -6.005 eV
- Multiplicity: 1
- Charge: -1

CARTESIAN COORDINATES (ANGSTROEM)
C: -0.478 -1.238 -1.689
O: 0.640 -0.417 -2.078
C: -1.858 -0.557 -1.587
C: -2.800 -1.324 -0.670
C: -2.637 -0.896 0.764
C: -3.514 -0.210 1.486
N: -3.273 0.276 2.806
H: -0.479 -2.017 -2.452
H: -0.344 -1.571 -0.651
H: -1.749 0.469 -1.248
H: -2.260 -0.440 -2.598
H: -2.620 -2.405 -0.697
H: -3.835 -1.139 -0.960
H: -1.673 -1.132 1.207
H: -4.457 0.052 1.012
H: -3.297 1.288 2.826
H: -2.326 0.001 3.006
H: 0.715 1.660 0.490
H: 2.134 1.895 1.045
O: 1.245 1.659 1.351
H: 1.973 -2.542 3.708
H: 1.524 -3.743 2.968
O: 2.163 -3.472 3.634
H: 2.693 1.242 2.995
H: 3.104 -0.094 2.373
O: 3.411 0.606 2.959
H: 1.402 -0.100 1.385
H: 1.270 -1.326 0.520
O: 1.605 -1.071 1.383
H: -1.358 2.865 -1.099
H: -2.224 2.875 0.194
O: -2.266 2.958 -0.757
H: 2.844 -1.154 -0.381
H: 2.328 -0.468 -1.529
O: 3.124 -0.424 -0.953
H: 0.352 0.627 -1.671
H: 0.992 2.135 -1.188
O: 0.137 1.705 -1.064
H: 3.187 2.993 -0.840
H: 3.630 1.484 -0.385
O: 3.105 2.278 -0.212
H: 0.398 -0.213 -3.849
H: -0.525 -0.958 -4.804
O: -0.005 -0.161 -4.749

---

Model 2:
DFT (the ωB97M-V functional and the def2-TZVPD basis) results for a 10-piece molecular cluster, C5H28NO10 overall.

- Kohn-Sham gap: 8.3586 eV
- HOMO: -5.693 eV
- Multiplicity: 1
- Charge: -1

CARTESIAN COORDINATES (ANGSTROEM)
C: -2.646 -0.727 0.106
O: -2.548 0.687 0.517
C: -2.755 -0.927 -1.440
C: -1.814 -2.049 -2.120
C: -0.474 -1.807 -2.744
C: 0.192 -2.905 -3.172
N: 0.162 -0.622 -2.669
H: -3.595 -0.930 0.597
H: -1.731 -1.215 0.487
H: -2.285 -0.018 -1.798
H: -3.733 -1.321 -1.700
H: -1.605 -2.638 -1.223
H: -2.340 -2.513 -2.954
H: 1.113 -3.036 -3.742
H: -0.284 -3.881 -3.104
H: -0.176 0.088 -2.058
H: 1.153 -0.636 -2.668
H: 1.695 -1.965 3.515
H: 1.654 -1.470 2.205
O: 1.935 -2.293 2.623
H: 0.043 -4.752 -0.227
H: -0.073 -4.449 -1.703
O: -0.296 -5.109 -1.045
H: 3.025 1.922 2.845
H: 2.144 2.311 3.915
O: 3.068 1.963 3.862
H: 2.580 0.065 4.110
H: 0.977 -0.218 4.318
O: 1.873 -0.501 4.469
H: 1.428 4.066 0.177
H: 0.248 2.982 -0.135
O: 1.266 3.128 0.066
H: -1.105 2.984 -2.169
H: 0.156 3.377 -3.079
O: -0.741 3.682 -2.761
H: -0.054 1.839 1.682
H: -1.108 0.887 2.012
O: -0.172 1.079 2.211
H: -1.998 1.535 0.020
H: -1.349 3.472 -0.004
O: -1.325 2.629 -0.478
H: 2.286 2.454 0.958
H: 4.009 2.690 1.020
O: 3.200 2.141 1.276

---

Which structure is the least stable? The one labeled model 2.

---

Model 1:
DFT (the ωB97M-V functional and the def2-TZVPD basis) results for C19H19NO6S in the gas phase.

- Kohn-Sham gap: 8.7554 eV
- SMILES: O=C(COC(=O)c1ccccc1Oc1ccccc1)N[C@H]1CCS(=O)(=O)C1
- HOMO: -8.417 eV
- Multiplicity: 1
- Charge: 0

CARTESIAN COORDINATES (ANGSTROEM)
O: -2.613 2.915 -0.153
C: -2.254 1.955 0.487
N: -1.238 1.985 1.386
H: -0.915 1.103 1.773
C: -0.207 2.995 1.268
C: 1.015 2.389 0.597
H: 1.786 3.115 0.362
H: 0.761 1.781 -0.266
S: 1.614 1.329 1.946
O: 3.039 1.166 1.939
O: 0.814 0.128 1.999
C: 1.071 2.414 3.324
C: 0.242 3.496 2.652
H: 0.838 4.399 2.511
H: -0.634 3.757 3.247
H: 0.495 1.792 4.001
H: 1.957 2.788 3.823
H: -0.643 3.811 0.681
C: -2.996 0.618 0.412
H: -3.791 0.591 1.160
H: -3.434 0.550 -0.590
O: -2.187 -0.519 0.674
C: -1.060 -0.619 -0.064
O: -0.745 0.245 -0.850
C: -0.278 -1.824 0.253
C: -0.636 -2.609 1.351
C: 0.160 -3.652 1.773
C: 1.349 -3.921 1.111
C: 1.710 -3.175 0.009
C: 0.902 -2.135 -0.446
O: 1.360 -1.449 -1.528
C: 0.540 -1.188 -2.597
C: 0.911 -0.145 -3.437
C: 0.167 0.125 -4.568
C: -0.946 -0.642 -4.874
C: -1.304 -1.690 -4.044
C: -0.564 -1.973 -2.911
H: -0.841 -2.797 -2.268
H: -2.164 -2.299 -4.280
H: -1.531 -0.424 -5.754
H: 0.453 0.943 -5.212
H: 1.777 0.444 -3.180
H: 2.626 -3.375 -0.525
H: 1.991 -4.721 1.450
H: -0.134 -4.245 2.626
H: -1.544 -2.369 1.879

---

Model 2:
DFT (the ωB97M-V functional and the def2-TZVPD basis) results for C19H19NO6S as an isolated structure.

- Kohn-Sham gap: 7.5472 eV
- HOMO: -7.798 eV
- Multiplicity: 1
- Charge: 0

CARTESIAN COORDINATES (ANGSTROEM)
C: 2.044 -4.136 -3.686
C: 2.474 -4.107 -2.326
H: 2.914 -5.056 -2.048
H: 3.223 -3.243 -2.244
O: 1.192 -3.643 -1.402
C: 1.075 -2.298 -1.194
O: 1.713 -1.395 -1.686
C: -0.072 -2.033 -0.480
C: -0.469 -0.695 -0.252
N: 0.084 0.294 -0.759
C: -0.165 1.666 -0.616
O: -1.237 1.917 0.140
C: 0.240 2.667 -1.196
O: -0.127 3.904 -1.171
C: -0.230 4.507 0.043
C: -0.954 5.545 0.578
C: -1.055 6.017 1.850
C: -0.029 5.659 2.742
C: 0.883 4.556 2.179
C: 0.941 4.085 1.107
O: 1.690 3.149 0.702
C: 2.034 2.922 -0.552
H: 2.507 3.640 -1.170
H: 2.584 1.936 -0.612
H: 1.546 4.339 2.730
H: -0.011 5.999 3.591
H: -1.804 6.832 2.082
H: -1.647 5.784 -0.423
H: 0.566 2.517 -2.186
H: 0.913 0.059 -1.345
S: -1.671 -0.622 0.814
C: -1.837 -2.326 1.073
C: -0.725 -3.029 0.367
C: -0.647 -4.456 0.436
H: -0.702 -4.821 -0.599
H: 0.649 -4.718 0.560
H: -1.357 -4.972 0.888
C: -2.512 -2.998 2.226
O: -2.752 -4.143 2.231
C: -3.461 -1.868 2.737
H: -2.984 -1.387 3.482
H: -4.089 -2.406 3.530
H: -4.193 -1.326 2.066
H: 1.537 -3.081 -3.964
H: 2.798 -4.276 -4.459
H: 1.122 -4.961 -3.785

---

Which structure is the least stable? The one labeled model 2.

---

Model 1:
DFT (the ωB97M-V functional and the def2-TZVPD basis) results for a 2-piece molecular cluster, C3H7NO2P overall.

- Kohn-Sham gap: 7.4881 eV
- HOMO: -3.972 eV
- Multiplicity: 1
- Charge: -1

CARTESIAN COORDINATES (ANGSTROEM)
C: -0.390 -0.640 -1.037
C: 0.623 1.005 0.565
C: -0.358 -0.222 0.400
N: 0.380 -0.176 -1.922
O: -2.986 -3.598 -2.252
O: -0.617 -4.324 -2.723
P: -2.007 -4.758 -2.396
H: 1.734 0.622 0.414
H: 0.171 1.753 -0.237
H: 0.429 1.396 1.547
H: -1.406 0.115 0.666
H: 0.082 -1.053 0.923
H: 0.191 -0.498 -2.906
H: -1.226 -1.335 -1.135

---

Model 2:
DFT (the ωB97M-V functional and the def2-TZVPD basis) results for an isolated ion of composition C3H7NO2P and charge -1.

- Kohn-Sham gap: 9.2143 eV
- SMILES: [H]/N=C\[C@H](C)[P@@H](=O)[O-]
- HOMO: -5.070 eV
- Multiplicity: 1
- Charge: -1

CARTESIAN COORDINATES (ANGSTROEM)
C: 0.126 1.191 0.586
C: 0.039 -0.039 -0.359
C: 1.459 -0.719 0.192
N: 2.565 -1.043 -0.417
O: -2.273 -0.698 1.213
O: -2.526 0.385 -1.089
P: -1.767 -0.549 -0.205
H: -0.891 1.637 0.388
H: 0.124 0.949 1.705
H: 0.065 0.226 -1.381
H: -1.668 -1.860 -0.830
H: 1.359 -0.710 1.274
H: 0.850 1.935 0.271
H: 2.540 -0.707 -1.349

---

Which structure is the least stable? The one labeled model 2.

---

Model 1:
DFT (the ωB97M-V functional and the def2-TZVPD basis) results for CHFN2O in the gas phase.

- Kohn-Sham gap: 7.2440 eV
- HOMO: -7.852 eV
- Multiplicity: 1
- Charge: 0

CARTESIAN COORDINATES (ANGSTROEM)
C: 0.997 0.571 -0.097
N: 0.193 -0.388 0.023
N: -1.325 -0.749 0.068
O: 1.723 1.480 -0.116
F: -1.941 0.433 -0.145
H: 0.353 -1.348 0.268

---

Model 2:
DFT (the ωB97M-V functional and the def2-TZVPD basis) results for CHFN2O in the gas phase.

- Kohn-Sham gap: 9.3466 eV
- SMILES: O=N/N=C\F
- HOMO: -9.218 eV
- Multiplicity: 1
- Charge: 0

CARTESIAN COORDINATES (ANGSTROEM)
C: 0.242 -0.453 0.005
N: 1.375 0.134 0.009
N: 2.563 -0.137 0.376
O: 3.553 -0.135 -0.252
F: 0.323 -1.757 -0.032
H: -0.700 -0.077 0.217

---

Which structure is the least stable? The one labeled model 1.

---

Model 1:
DFT (the ωB97M-V functional and the def2-TZVPD basis) results for C24H32N2O3 in the gas phase.

- Kohn-Sham gap: 8.5719 eV
- SMILES: CCc1ccc(CN2CCC[C@H](CNC(=O)c3cccc(OC)c3OC)C2)cc1
- HOMO: -7.851 eV
- Multiplicity: 1
- Charge: 0

CARTESIAN COORDINATES (ANGSTROEM)
C: 0.813 -6.385 1.899
H: 1.093 -5.747 2.735
H: 1.266 -7.364 2.041
H: 1.211 -5.947 0.986
C: -0.710 -6.507 1.810
C: -1.333 -5.155 1.612
C: -1.510 -4.634 0.337
C: -2.040 -3.371 0.154
C: -2.401 -2.586 1.243
C: -2.239 -3.114 2.518
C: -1.709 -4.378 2.700
H: -1.591 -4.770 3.701
H: -2.537 -2.531 3.379
C: -2.939 -1.187 1.044
N: -1.975 -0.103 1.003
C: -1.084 -0.055 -0.135
C: 0.216 -0.858 0.038
C: 0.933 -0.364 1.295
C: 0.001 -0.523 2.493
C: -1.305 0.240 2.236
H: -2.000 0.089 3.065
H: -1.074 1.313 2.186
H: 0.473 -0.135 3.399
H: -0.212 -1.582 2.646
H: 1.854 -0.931 1.454
H: 1.197 0.691 1.180
C: 1.093 -0.762 -1.217
N: 1.390 0.595 -1.605
C: 0.790 1.184 -2.661
O: 0.089 0.580 -3.451
C: 1.113 2.634 -2.857
C: 1.216 3.071 -4.174
C: 1.477 4.393 -4.455
C: 1.642 5.298 -3.420
C: 1.540 4.892 -2.096
C: 1.255 3.544 -1.804
O: 1.133 3.065 -0.521
C: 0.431 3.840 0.433
H: 1.069 4.604 0.880
H: 0.111 3.135 1.202
H: -0.448 4.312 -0.009
O: 1.723 5.734 -1.031
C: 1.971 7.096 -1.281
H: 1.147 7.562 -1.831
H: 2.907 7.241 -1.829
H: 2.055 7.560 -0.299
H: 1.859 6.328 -3.655
H: 1.557 4.732 -5.476
H: 1.074 2.345 -4.960
H: 1.875 1.176 -0.941
H: 2.034 -1.297 -1.047
H: 0.574 -1.215 -2.065
H: -0.032 -1.915 0.179
H: -1.622 -0.395 -1.021
H: -0.820 0.998 -0.291
H: -3.490 -1.149 0.099
H: -3.640 -0.954 1.852
H: -2.178 -2.988 -0.847
H: -1.234 -5.228 -0.524
H: -1.089 -6.960 2.729
H: -0.970 -7.160 0.974

---

Model 2:
DFT (the ωB97M-V functional and the def2-TZVPD basis) results for C24H32N2O3 in the gas phase.

- Kohn-Sham gap: 8.9137 eV
- SMILES: COc1cc(C(=O)NCC2(N(C)C)CCCCC2)ccc1OCc1ccccc1
- HOMO: -8.156 eV
- Multiplicity: 1
- Charge: 0

CARTESIAN COORDINATES (ANGSTROEM)
C: 0.936 -2.842 3.638
H: 1.998 -3.059 3.501
O: 0.492 -1.838 2.754
C: 0.720 -1.928 1.410
C: 0.545 -0.729 0.727
C: 0.722 -0.637 -0.647
C: 1.110 -1.770 -1.347
C: 1.271 -2.974 -0.688
C: 1.072 -3.083 0.684
O: 1.202 -4.263 1.371
C: 1.681 -5.402 0.692
C: 0.714 -5.989 -0.309
C: -0.653 -5.784 -0.177
C: -1.532 -6.337 -1.091
C: -1.055 -7.108 -2.137
C: 0.307 -7.322 -2.268
C: 1.188 -6.763 -1.361
H: 2.251 -6.925 -1.468
H: 0.685 -7.921 -3.083
H: -1.742 -7.540 -2.849
H: -2.593 -6.167 -0.983
H: -1.024 -5.183 0.640
H: 2.645 -5.188 0.211
H: 1.856 -6.131 1.493
H: 1.539 -3.846 -1.261
H: 1.275 -1.703 -2.410
C: 0.572 0.656 -1.373
O: 1.271 0.958 -2.325
N: -0.431 1.440 -0.920
H: -0.905 1.171 -0.073
C: -0.562 2.822 -1.309
H: -1.510 2.960 -1.834
H: 0.244 3.027 -2.018
C: -0.489 3.768 -0.079
N: 0.446 3.136 0.870
C: 1.830 3.117 0.428
H: 1.901 2.840 -0.619
H: 2.341 4.079 0.575
H: 2.360 2.360 1.007
C: 0.381 3.561 2.253
H: 1.169 3.041 2.797
H: -0.568 3.273 2.699
H: 0.533 4.642 2.395
C: -1.885 3.883 0.561
C: -2.911 4.586 -0.327
C: -2.415 5.973 -0.719
C: -1.063 5.868 -1.416
C: -0.041 5.177 -0.519
H: 0.912 5.111 -1.046
H: 0.111 5.786 0.377
H: -1.173 5.310 -2.347
H: -0.700 6.866 -1.670
H: -3.139 6.457 -1.377
H: -2.313 6.589 0.178
H: -3.117 4.005 -1.227
H: -3.850 4.670 0.225
H: -1.807 4.471 1.475
H: -2.246 2.887 0.828
H: 0.303 0.138 1.322
H: 0.363 -3.765 3.530
H: 0.778 -2.431 4.636

---

Which structure is the least stable? The one labeled model 2.

---

Model 1:
DFT (the ωB97M-V functional and the def2-TZVPD basis) results for C3H7ClO as an isolated structure.

- Kohn-Sham gap: 10.4069 eV
- HOMO: -10.082 eV
- Multiplicity: 1
- Charge: 0

CARTESIAN COORDINATES (ANGSTROEM)
C: -1.505 -0.714 -0.007
C: -0.162 -0.568 0.654
C: -0.120 0.881 1.088
H: -1.638 0.687 -0.192
H: -2.589 -1.282 0.722
H: -1.247 -1.603 -0.984
H: 0.197 -1.349 1.451
H: 0.829 0.805 1.692
H: -0.953 1.062 1.774
H: -0.633 2.575 0.298
O: -0.233 1.600 -0.130
Cl: 1.096 -0.664 -0.831

---

Model 2:
DFT (the ωB97M-V functional and the def2-TZVPD basis) results for C3H7ClO in the gas phase.

- Kohn-Sham gap: 10.9822 eV
- SMILES: COCCCl
- HOMO: -10.129 eV
- Multiplicity: 1
- Charge: 0

CARTESIAN COORDINATES (ANGSTROEM)
C: -0.044 1.373 0.702
C: -0.819 -0.428 -0.731
C: 0.441 -1.254 -0.168
H: -1.046 1.322 1.479
H: 0.850 0.891 1.118
H: 0.678 2.424 0.667
H: -0.587 -0.745 -1.913
H: -1.810 -0.774 -0.520
H: 0.542 -1.066 0.915
H: 0.446 -2.259 -0.240
O: -0.612 0.969 -0.567
Cl: 1.959 -0.455 -0.742

---

Which structure is the least stable? The one labeled model 1.

---

Model 1:
DFT (the ωB97M-V functional and the def2-TZVPD basis) results for C3H5F in the gas phase.

- Kohn-Sham gap: 9.9280 eV
- SMILES: C/C=C/F
- HOMO: -8.764 eV
- Multiplicity: 1
- Charge: 0

CARTESIAN COORDINATES (ANGSTROEM)
C: -0.728 0.604 0.118
C: -0.467 1.635 -0.913
C: 0.209 -0.561 0.217
F: -1.231 2.701 -1.052
H: -1.308 0.924 0.990
H: 0.376 1.760 -1.560
H: 0.268 -1.065 -0.705
H: 1.242 -0.164 0.613
H: -0.209 -1.336 0.944

---

Model 2:
DFT (the ωB97M-V functional and the def2-TZVPD basis) results for a 2-piece molecular cluster, C3H5F overall.

- Kohn-Sham gap (alpha / beta): 9.0158 / 8.9345 eV
- HOMO (alpha / beta): -8.435 / -8.492 eV
- Multiplicity: 1
- Charge: 0

CARTESIAN COORDINATES (ANGSTROEM)
C: 0.861 -0.586 -1.321
C: 0.992 0.115 -0.267
C: -1.252 0.355 1.397
F: -2.149 0.844 0.459
H: 1.661 -0.861 -1.920
H: 0.005 -0.780 -1.913
H: 1.622 0.638 0.405
H: -0.510 0.973 1.786
H: -1.228 -0.698 1.373

---

Which structure is the least stable? The one labeled model 2.

---

Model 1:
DFT (the ωB97M-V functional and the def2-TZVPD basis) results for C4H6F2 in the gas phase.

- Kohn-Sham gap: 11.4181 eV
- SMILES: C=CC(C)(F)F
- HOMO: -10.355 eV
- Multiplicity: 1
- Charge: 0

CARTESIAN COORDINATES (ANGSTROEM)
C: 0.629 -1.070 1.013
C: 0.590 0.181 0.272
C: -0.216 0.305 -0.971
C: -1.386 0.988 -0.922
H: 0.720 -1.771 0.219
H: -0.338 -1.305 1.497
H: 1.492 -1.139 1.641
H: 0.144 -0.224 -1.879
H: -1.905 1.070 -1.811
H: -1.815 1.350 -0.037
F: 0.259 1.177 1.164
F: 1.825 0.439 -0.188

---

Model 2:
DFT (the ωB97M-V functional and the def2-TZVPD basis) results for C4H6F2 in the gas phase.

- Kohn-Sham gap: 10.8796 eV
- SMILES: FC/C=C/CF
- HOMO: -9.818 eV
- Multiplicity: 1
- Charge: 0

CARTESIAN COORDINATES (ANGSTROEM)
C: -1.981 0.058 0.200
C: -0.529 -0.314 0.054
C: 0.523 0.499 -0.032
C: 1.977 -0.002 -0.191
H: -2.169 0.123 1.303
H: -2.174 1.035 -0.338
H: -0.345 -1.392 0.057
H: 0.451 1.581 -0.116
H: 2.207 0.143 -1.264
H: 2.640 0.577 0.458
F: -2.712 -0.996 -0.259
F: 2.113 -1.311 0.128

---

Which structure is the least stable? The one labeled model 2.